Entry 1:
Formula: C37H40Cl2NO2STeV
Source: the Open Molecules 2025 dataset
Level of theory: the ωB97M-V functional and the def2-TZVPD basis

Last column: Mulliken spin population.
Geometry (Å):
V -1.871 2.271 -0.998  2.95
C -4.197 0.479 0.076  -0.01
C -3.784 1.037 -1.244  -0.07
C -4.015 2.403 -1.439  -0.05
C -3.888 3.238 -0.345  0.00
C -4.057 2.726 1.104  0.04
C -4.398 1.242 1.141  0.03
H -4.386 -0.589 0.137  0.00
H -3.878 0.386 -2.100  0.02
H -4.163 2.808 -2.431  0.02
H -4.046 4.300 -0.481  0.01
H -4.853 3.302 1.581  0.00
H -4.752 0.837 2.080  0.00
Cl -1.223 4.644 -0.477  0.00
C 0.462 4.245 -0.937  0.00
Cl 0.677 2.530 -0.465  0.00
H 1.156 4.865 -0.391  0.00
H 0.556 4.306 -2.010  0.00
C 0.452 0.675 -4.117  0.00
C -0.465 1.361 -3.156  -0.03
O -0.676 2.580 -3.261  0.04
N -1.148 0.719 -2.150  0.01
Te -1.022 -0.613 -0.724  -0.04
C -1.562 -2.540 -1.456  0.05
C -1.373 -3.541 -0.486  -0.01
C -0.821 -3.297 0.909  0.01
C -1.708 -4.846 -0.826  0.00
C -2.242 -5.175 -2.064  0.00
C -2.585 -6.602 -2.414  0.00
C -2.461 -4.148 -2.971  0.00
C -2.146 -2.821 -2.698  -0.01
C -2.476 -1.814 -3.779  0.00
C 1.050 -0.930 -0.465  0.01
C 1.835 -1.638 -1.394  0.00
C 1.320 -2.341 -2.631  0.00
C 3.193 -1.767 -1.122  0.00
C 3.780 -1.246 0.024  0.00
C 5.256 -1.400 0.286  0.00
C 2.966 -0.585 0.937  0.00
C 1.603 -0.421 0.727  -0.03
C 0.825 0.228 1.854  0.05
H 0.681 1.356 -4.931  0.00
H 0.005 -0.238 -4.511  0.00
H 1.381 0.409 -3.605  0.00
H -1.358 -2.507 1.443  0.00
H 0.240 -3.032 0.893  0.00
H -0.922 -4.197 1.512  0.00
H -1.554 -5.630 -0.089  0.00
H -2.482 -7.260 -1.553  0.00
H -1.928 -6.974 -3.203  0.00
H -3.609 -6.678 -2.783  0.00
H -2.907 -4.378 -3.936  0.00
H -3.531 -1.894 -4.045  0.00
H -1.905 -2.031 -4.685  0.00
H -2.285 -0.788 -3.494  0.00
H 0.394 -1.938 -3.013  0.00
H 1.141 -3.397 -2.413  0.00
H 2.060 -2.289 -3.431  0.00
H 3.811 -2.304 -1.836  0.00
H 5.726 -2.060 -0.442  0.00
H 5.433 -1.806 1.284  0.00
H 5.759 -0.431 0.238  0.00
H 3.401 -0.184 1.850  0.00
H 1.437 0.984 2.345  0.00
H 0.577 -0.523 2.612  0.00
H -0.105 0.714 1.567  0.01
C 5.838 1.714 4.626  0.00
C 4.393 1.905 4.224  0.00
O 3.800 1.140 3.513  0.00
S 3.686 3.416 4.909  0.00
C 2.064 3.345 4.223  0.00
C 1.200 2.302 4.547  0.00
C -0.060 2.247 3.979  0.01
C -0.481 3.236 3.088  0.00
C 0.374 4.297 2.796  0.00
C 1.645 4.346 3.357  0.00
C -1.785 3.138 2.469  0.03
C -2.822 2.942 1.897  -0.03
H 6.032 0.652 4.761  0.00
H 6.088 2.263 5.533  0.00
H 6.469 2.079 3.813  0.00
H 1.524 1.529 5.231  0.00
H -0.731 1.431 4.219  0.00
H 0.048 5.070 2.110  0.00
H 2.319 5.158 3.109  0.00

LUMO level (spin up / spin down) = -2.3050 / -2.4754 eV
Maximum force = 0.018 Eh/bohr
2S+1 = 4
Expectation value of S² = 3.79
Relative energy (zero: lowest compared OMol25 entry of this formula, charge and spin) = 37.86 kcal/mol
HOMO energy (spin up / spin down) = -0.3433 / -0.3630 Ha
Net charge = +1
Gap between HOMO and LUMO (spin up / spin down) = 0.2586 / 0.2721 Eh

***

Entry 2:
Formula: C25H38Cl3N6O8PRhS2Se
Source: the Open Molecules 2025 dataset
Level of theory: the ωB97M-V functional and the def2-TZVPD basis

Last column: Mulliken spin population.
Geometry (Å):
Rh 0.125 0.070 -0.031  2.59
O 2.067 0.954 1.429  0.03
Se 2.483 -0.703 1.869  0.00
O 2.675 -0.683 3.456  0.01
O 1.056 -1.387 1.386  0.06
O 3.736 -1.195 0.981  0.00
C -4.254 2.346 3.287  0.00
C -3.666 0.946 3.244  0.01
N -2.272 0.911 3.686  0.01
C -1.200 1.128 2.921  0.00
S -1.417 1.405 1.216  0.23
N -0.005 1.159 3.477  0.02
C 0.272 0.942 4.897  0.00
C 0.057 2.193 5.738  0.00
H -5.308 2.319 3.009  0.00
H -3.733 3.002 2.590  0.00
H -4.180 2.773 4.288  0.00
H -3.707 0.542 2.235  0.00
H -4.218 0.268 3.895  0.00
H -2.121 0.889 4.682  0.00
H 0.777 1.316 2.853  0.00
H 1.302 0.598 4.950  0.00
H -0.335 0.104 5.250  0.00
H 0.708 2.997 5.397  0.00
H 0.293 1.984 6.781  0.00
H -0.971 2.557 5.690  0.00
Cl 0.530 -9.767 3.182  0.00
C 0.446 -8.614 1.898  0.00
C -0.267 -7.440 2.073  0.00
C -0.302 -6.521 1.040  0.00
C 0.366 -6.730 -0.166  0.00
C 0.381 -5.692 -1.263  0.00
C -1.007 -5.107 -1.628  0.00
N -1.325 -3.868 -0.936  0.00
C -2.135 -3.674 0.161  0.00
C -2.049 -2.352 0.469  0.00
N -1.231 -1.728 -0.443  0.09
C -0.816 -2.666 -1.262  -0.02
O 1.286 -4.603 -1.055  0.00
C 1.678 -4.311 0.286  0.01
C 2.716 -5.256 0.803  0.00
C 2.897 -5.539 2.123  0.00
Cl 1.997 -4.886 3.429  0.00
S 4.186 -6.630 2.402  0.00
C 4.511 -6.729 0.728  0.00
C 3.665 -5.952 -0.002  0.00
C 1.041 -7.942 -0.312  0.00
Cl 1.872 -8.346 -1.787  0.00
C 1.094 -8.881 0.705  0.00
H -0.771 -7.245 3.008  0.00
H -0.842 -5.598 1.197  0.00
H 0.737 -6.190 -2.162  0.00
H -1.791 -5.834 -1.425  0.00
H -1.030 -4.891 -2.696  0.00
H -2.703 -4.475 0.599  0.00
H -2.526 -1.806 1.263  0.00
H -0.153 -2.521 -2.099  -0.01
H 0.825 -4.262 0.962  0.00
H 2.062 -3.289 0.261  0.00
H 5.299 -7.370 0.368  0.00
H 3.679 -5.915 -1.083  0.00
H 1.635 -9.805 0.567  0.00
N 3.392 2.426 -0.269  0.00
C 4.250 1.446 -0.955  0.00
P 3.262 0.322 -1.997  0.01
O 3.075 0.844 -3.367  0.00
O 2.033 -0.181 -1.240  0.00
C 4.335 -1.195 -1.970  0.01
N 3.407 -2.349 -1.758  0.00
H 2.704 1.487 0.827  -0.01
H 2.767 2.888 -0.923  0.00
H 3.959 3.152 0.156  0.00
H 4.751 0.854 -0.188  0.00
H 5.000 1.900 -1.608  0.00
H 4.993 -1.174 -1.105  0.00
H 4.900 -1.326 -2.889  0.00
H 3.832 -3.119 -1.243  0.00
H 3.035 -2.707 -2.635  0.00
H 2.623 -1.953 -1.212  0.00
C -0.954 0.196 -3.558  0.25
C -0.462 0.716 -2.241  0.36
O -0.533 1.836 -1.846  0.37
H -1.197 1.018 -4.231  0.01
H -1.845 -0.398 -3.347  -0.01
H -0.202 -0.453 -4.002  -0.02

LUMO level (spin up / spin down) = -2.1428 / -3.7130 eV
Maximum force = 0.011 Eh/bohr
2S+1 = 5
Expectation value of S² = 6.01
Relative energy (zero: lowest compared OMol25 entry of this formula, charge and spin) = 8.56 kcal/mol
HOMO energy (spin up / spin down) = -0.3733 / -0.3996 Ha
Net charge = +1
Gap between HOMO and LUMO (spin up / spin down) = 0.2946 / 0.2631 Eh

***

Entry 3:
Formula: C11H9Cl2N
Source: the Open Molecules 2025 dataset
Level of theory: the ωB97M-V functional and the def2-TZVPD basis

Last column: natural (NBO) charge in e.
Geometry (Å):
C -1.228 -0.970 -1.452  0.30
C 3.091 1.392 -0.439  -0.20
C 2.050 1.992 -1.127  -0.21
C 2.934 0.201 0.260  -0.21
C 0.821 1.384 -1.132  -0.18
C 1.612 -0.263 0.454  -0.18
C 0.576 0.278 -0.289  -0.03
C -1.347 -0.891 1.103  -0.18
C -0.789 -0.293 -0.228  -0.25
C -1.850 0.448 0.526  -0.01
C -2.425 -2.021 0.980  -0.62
N -1.467 -1.502 -2.429  -0.29
Cl -1.447 1.960 1.300  0.05
Cl -3.526 0.564 -0.221  -0.01
H 4.064 2.017 -0.576  0.22
H 2.321 3.006 -1.638  0.23
H 3.592 -0.426 0.797  0.22
H -0.102 1.630 -1.731  0.23
H 1.550 -1.029 1.077  0.20
H -0.753 -0.757 1.889  0.23
H -2.536 -2.205 2.016  0.23
H -1.881 -2.801 0.518  0.22
H -3.261 -1.712 0.341  0.25

LUMO level = 0.5370 eV
Maximum force = 0.136 Eh/bohr
Relative energy (zero: lowest compared OMol25 entry of this formula, charge and spin) = 27.38 kcal/mol
SMILES = C[C@@H]1C(Cl)(Cl)[C@@]1(C#N)c1ccccc1
HOMO energy = -0.3546 Ha
Gap between HOMO and LUMO = 0.3744 Eh

***

Entry 4:
Formula: C3H9NO2
Source: the Open Molecules 2025 dataset
Level of theory: the ωB97M-V functional and the def2-TZVPD basis

Last column: natural (NBO) charge in e.
Geometry (Å):
C -1.636 2.226 1.192  -0.51
C -0.505 1.575 1.414  0.14
O 0.581 1.665 0.597  -0.70
H -2.383 2.342 1.969  0.20
H -1.925 2.626 0.228  0.20
H -0.311 1.079 2.360  0.16
H 1.153 0.878 0.706  0.50
N 0.514 -2.295 -1.685  -0.84
C 0.423 -1.070 -0.915  0.09
O 1.665 -0.834 -0.265  -0.76
H -0.406 -2.466 -2.087  0.36
H 0.616 -3.078 -1.045  0.35
H 0.223 -0.234 -1.582  0.16
H -0.361 -1.099 -0.149  0.15
H 2.352 -1.313 -0.738  0.49

LUMO level = 0.7920 eV
Maximum force = 0.018 Eh/bohr
Relative energy (zero: lowest compared OMol25 entry of this formula, charge and spin) = 49.91 kcal/mol
SMILES = C=CO.NCO
HOMO energy = -0.3259 Ha
Gap between HOMO and LUMO = 0.3550 Eh

***

Entry 5:
Formula: I10Sr4
Source: the Open Molecules 2025 dataset
Level of theory: the ωB97M-V functional and the def2-TZVPD basis

Last column: natural (NBO) charge in e.
Geometry (Å):
Sr 1.816 -3.100 -0.822  1.72
Sr 1.440 0.873 3.029  1.74
Sr -0.683 3.676 -1.827  1.69
Sr -3.836 0.997 2.610  1.72
I -1.754 0.987 -4.048  -0.86
I -0.811 -3.584 -2.936  -0.91
I 2.552 3.366 -1.908  -0.86
I 2.804 -1.037 -3.329  -0.92
I -1.762 3.344 1.589  -0.90
I 4.799 -0.633 0.554  -0.91
I -1.208 0.306 4.953  -0.90
I -4.783 -0.267 -0.268  -0.83
I 0.048 -0.329 0.297  -0.85
I 1.378 -4.600 2.106  -0.93

LUMO level = 1.4552 eV
Maximum force = 0.044 Eh/bohr
HOMO energy = -0.0585 Ha
Net charge = -2
Gap between HOMO and LUMO = 0.1120 Eh

***

Entry 6:
Formula: C29H39Cl3N3O2PPd
Source: the Open Molecules 2025 dataset
Level of theory: the ωB97M-V functional and the def2-TZVPD basis

Last column: Mulliken charge in e.
Geometry (Å):
Pd 0.221 1.125 -0.254  -0.73
C -2.069 1.915 3.194  -1.48
C -0.593 1.550 3.362  0.59
C -0.266 1.167 4.805  -1.41
P -0.105 0.415 1.937  1.14
C 1.516 -0.302 2.572  0.35
C 2.572 0.805 2.569  -1.47
C 1.930 -1.417 1.610  -1.43
C -1.232 -1.014 1.990  0.20
C -1.820 -1.521 3.143  0.25
C -2.801 -2.508 3.136  0.50
C -3.420 -3.017 4.416  -1.72
C -3.224 -2.979 1.887  -0.83
C -2.661 -2.530 0.717  -0.94
C -1.599 -1.566 0.707  -0.67
N -0.995 -1.147 -0.384  1.10
C -1.198 -1.570 -1.661  -1.31
C -0.843 -2.863 -2.106  1.78
C -0.245 -3.828 -1.120  -1.58
C -1.021 -3.214 -3.439  -1.08
C -1.522 -2.318 -4.375  0.94
C -1.712 -2.712 -5.820  -1.53
C -1.817 -1.025 -3.943  -1.05
C -1.655 -0.631 -2.626  0.92
C -1.911 0.773 -2.174  -0.95
H -2.347 2.750 3.847  0.46
H -2.707 1.061 3.428  0.25
H -2.260 2.204 2.157  0.31
H -0.011 2.446 3.125  0.49
H -0.822 0.288 5.133  0.17
H -0.533 1.993 5.476  0.49
H 0.799 0.962 4.938  0.26
H 1.392 -0.715 3.581  0.65
H 2.566 1.274 1.580  -0.03
H 3.574 0.404 2.764  0.49
H 2.362 1.579 3.313  0.34
H 1.864 -1.030 0.588  -0.17
H 1.259 -2.276 1.689  0.24
H 2.956 -1.752 1.807  0.69
H -1.504 -1.138 4.108  0.00
H -2.929 -2.567 5.281  0.32
H -3.330 -4.105 4.509  0.34
H -4.487 -2.774 4.475  0.31
H -4.021 -3.720 1.847  0.27
H -3.016 -2.902 -0.239  0.46
H 0.461 -3.297 -0.475  0.09
H 0.279 -4.640 -1.630  0.49
H -1.006 -4.262 -0.464  0.37
H -0.752 -4.219 -3.760  0.26
H -1.745 -3.798 -5.928  0.38
H -0.898 -2.338 -6.451  0.26
H -2.645 -2.301 -6.215  0.36
H -2.183 -0.301 -4.669  0.31
H -2.116 1.439 -3.015  0.32
H -1.003 1.150 -1.610  0.13
H -2.740 0.821 -1.465  0.28
C 4.813 3.492 -1.768  -1.27
C 3.991 2.246 -1.790  0.83
C 4.310 0.933 -2.071  -1.38
C 3.095 0.221 -1.952  0.62
N 2.113 1.047 -1.630  -0.52
N 2.672 2.264 -1.535  0.56
C 2.826 -1.234 -2.156  -0.97
H 5.839 3.274 -2.065  0.34
H 4.817 3.939 -0.773  0.27
H 4.394 4.233 -2.451  0.27
H 5.284 0.541 -2.321  0.34
H 2.108 3.098 -1.343  0.35
H 3.334 -1.599 -3.051  0.43
H 1.750 -1.386 -2.260  0.01
H 3.174 -1.821 -1.302  0.17
Cl -2.343 5.772 -0.494  -0.17
C -0.690 6.034 -1.059  0.57
Cl 0.061 7.306 -0.056  -0.20
Cl -0.746 6.610 -2.746  -0.20
C 0.219 4.662 -1.017  0.27
O 1.420 4.903 -1.210  -0.90
O -0.426 3.644 -0.819  -0.59

LUMO level = 4.4639 eV
Maximum force = 0.034 Eh/bohr
Relative energy (zero: lowest compared OMol25 entry of this formula, charge and spin) = 27.64 kcal/mol
HOMO energy = 0.0014 Ha
Net charge = -2
Gap between HOMO and LUMO = 0.1627 Eh

***

Question: Which value of maximum force does entry 2 give?
Answer: 0.011 Eh/bohr

***

Question: What is the maximum force in the fifth record?
Answer: 0.044 Eh/bohr